DFT (ωB97M-V/def2-TZVPD) results for one molecule with the formula C6H12N2 in a non-equilibrium geometry.

Geometry as XYZ:
```
20
Properties=species:S:1:pos:R:3:forces:R:3:nbo_charge:R:1
N 1.05509 0.90911 -1.16749 0.9 -1.6 2.3 -0.353
N -1.60769 -1.69094 -0.63266 1.6 -6.5 -4.9 -0.866
C 0.39493 0.05279 1.72430 1.0 2.4 2.3 -0.385
C 0.64375 2.23619 -1.54936 -0.8 2.1 6.4 -0.400
C -0.30202 -1.22490 -0.20259 -2.6 -3.6 -1.1 -0.130
C 0.04334 0.04622 -0.52835 2.8 6.6 -1.4 -0.054
C -0.39655 -1.19038 1.25196 -0.5 1.6 3.6 -0.427
C 1.30347 0.47797 0.24455 0.2 -3.0 2.1 -0.146
H 1.09563 -0.26527 2.61885 -0.9 1.2 -1.9 0.217
H -0.74981 0.67275 -0.19291 -0.9 1.2 0.2 0.146
H 1.38407 3.15543 -1.11242 -1.6 -2.9 -2.1 0.225
H -1.41324 -0.63603 1.42943 1.0 -2.8 0.2 0.224
H -2.42449 -1.17972 -0.85574 -0.1 1.5 0.0 0.386
H -0.44453 0.85897 2.16516 2.8 -1.7 -1.2 0.206
H -0.33011 2.44868 -0.81458 1.8 0.0 -2.4 0.151
H -0.03133 -2.17974 1.79761 -1.6 2.1 -1.0 0.240
H 0.43579 2.01566 -2.53125 -0.7 1.3 -2.6 0.214
H 0.55447 -1.74361 -0.44157 1.2 -2.8 -1.2 0.219
H -1.44851 -2.45303 -1.57159 -0.9 3.1 3.6 0.352
H 2.23775 -0.31014 0.36865 -2.5 1.9 -0.9 0.184
```
Forces are in eV/Å.

Results
**Lowest unoccupied orbital energy**: 1.0 eV
**Kohn-Sham gap**: 9.378 eV
**2S+1**: 1
**Structure (SMILES)**: CN1[C@H]2[C@H](N)CC[C@@H]21
**Charge**: 0